49
Properties=species:S:1:pos:R:3 method="wB97M-V/def2-TZVPD" e_homo_ev=-8.19 total_charge=0 gap_ev=8.61 lumo_ev=0.42 energy_ev=-32757.6082
C -2.72828 -3.34352 1.18108
C -2.90765 -1.97265 0.64565
N -4.08233 -1.37866 0.63147
N -3.91143 -0.15684 0.10732
C -5.02191 0.68823 -0.01337
C -5.16831 1.56105 -1.08607
C -6.28575 2.37382 -1.15986
C -7.26496 2.31269 -0.18341
C -7.13224 1.42043 0.86863
C -6.01702 0.61080 0.95743
C -2.60775 0.06814 -0.21333
C -2.05679 1.35356 -0.71780
C -1.93038 -1.09336 0.11877
N -0.55037 -1.28956 -0.01823
C 0.05859 -2.39264 -0.48891
O -0.48995 -3.41020 -0.85219
C 1.58834 -2.27611 -0.52442
O 1.99813 -0.96437 -0.21190
C 3.33640 -0.67355 -0.17934
C 4.35379 -1.60901 -0.44728
C 5.66558 -1.22745 -0.38946
C 6.03488 0.09197 -0.06551
C 7.38168 0.50527 0.00030
C 7.70016 1.79523 0.31833
C 6.68580 2.72972 0.58459
C 5.37187 2.36081 0.52899
C 5.00865 1.03581 0.20366
C 3.66714 0.62389 0.13912
H -3.69596 -3.75103 1.45757
H -2.25649 -3.97403 0.42974
H -2.08029 -3.32288 2.05732
H -4.43257 1.58728 -1.87325
H -6.39519 3.05141 -1.99370
H -8.13408 2.94970 -0.24849
H -7.90024 1.35811 1.62492
H -5.89781 -0.09636 1.76260
H -2.64771 2.19463 -0.36018
H -2.03816 1.37712 -1.80812
H -1.03194 1.47293 -0.36854
H 0.04302 -0.48487 0.13921
H 1.91836 -2.57161 -1.52884
H 1.98829 -3.00115 0.19804
H 4.10688 -2.62814 -0.69942
H 6.44281 -1.94923 -0.59581
H 8.15688 -0.21909 -0.20574
H 8.73313 2.10673 0.36766
H 6.95600 3.74538 0.83444
H 4.58948 3.07759 0.73354
H 2.87974 1.33398 0.34277

***

71
Properties=species:S:1:pos:R:3 method="wB97M-V/def2-TZVPD" e_homo_ev="-19.86 / -19.94" total_charge=+4 gap_ev="6.38 / 5.72" lumo_ev="-13.48 / -14.22" multiplicity=2 energy_ev=-219376.5093
Ir 0.16437 0.46089 0.37085
C 3.41795 0.79057 -1.46564
As 2.52392 -0.03093 0.02800
C 2.72240 -1.93549 -0.22274
C 3.45478 0.45311 1.63262
C 4.83941 0.54740 1.68927
C 5.45313 0.86169 2.89744
C 4.69344 1.07765 4.03985
C 3.30693 0.98475 3.99096
C 2.69667 0.67525 2.78151
As 0.80987 0.39322 2.65879
C -0.16651 1.58305 3.81419
C 0.48243 -1.39162 3.32897
H 4.39521 0.31643 -1.56170
H 3.54528 1.85670 -1.29390
H 2.85335 0.61263 -2.37992
H 3.79059 -2.15135 -0.27479
H 2.25103 -2.24266 -1.15528
H 2.29506 -2.48082 0.61616
H 5.45101 0.37942 0.81104
H 6.53158 0.93569 2.94605
H 5.18130 1.31807 4.97520
H 2.73264 1.14944 4.89484
H 0.37361 1.65237 4.75942
H -1.15182 1.16369 4.01310
H -0.24832 2.57222 3.37157
H 0.93677 -1.43344 4.32145
H 0.96914 -2.13189 2.69679
H -0.58131 -1.60266 3.41650
C -4.08224 -0.99002 1.01207
C -2.58444 -0.69503 1.24563
N -2.11342 0.42592 0.38115
C -2.81903 1.66637 0.79640
C -4.35010 1.44873 0.80551
N -4.63410 0.11984 0.16754
C -4.02634 0.06670 -1.20228
C -2.49229 0.11768 -1.03347
H -4.64298 -1.01862 1.94431
H -4.24861 -1.92460 0.47949
H -1.99602 -1.58725 1.02511
H -2.40703 -0.41262 2.28256
H -2.53870 2.45955 0.10412
H -2.47238 1.94632 1.78944
H -4.87666 2.21073 0.23447
H -4.76428 1.42450 1.81189
H -5.64763 0.00032 0.08591
H -4.41393 0.91072 -1.76966
H -4.35476 -0.85277 -1.68291
H -2.07022 0.88808 -1.67743
H -2.04535 -0.83888 -1.30763
C -1.34519 8.09373 0.95798
C -0.93284 6.72765 0.59760
C -1.34610 6.13747 -0.62681
C -0.93425 4.89013 -1.00762
C -1.34560 4.33212 -2.33918
C -0.09648 4.15639 -0.09318
Se 0.57160 2.52221 -0.72724
C 0.40400 4.75746 1.11577
C 1.50236 4.12908 1.91810
C -0.05211 6.00177 1.44503
H -2.13225 8.48634 0.32038
H -0.46999 8.75581 0.87015
H -1.63681 8.15209 2.01060
H -1.99638 6.70763 -1.27913
H -1.98336 5.03698 -2.86727
H -1.89125 3.39104 -2.23842
H -0.47649 4.14189 -2.97368
H 1.47552 3.04188 1.89937
H 1.48542 4.47516 2.95042
H 2.46552 4.42607 1.49291
H 0.31238 6.48708 2.34311

***

19
Properties=species:S:1:pos:R:3 method="wB97M-V/def2-TZVPD" e_homo_ev=-9.59 total_charge=0 gap_ev=10.32 lumo_ev=0.74 energy_ev=-27141.9180
C -0.79722 1.63872 -2.08547
C -0.34761 0.92460 -1.22582
Si 0.25279 0.02650 0.33019
O -1.19734 0.22336 1.10415
C 0.31993 -1.91635 0.37423
C 1.38681 -2.71458 0.15148
C 1.79117 0.80661 1.22563
C 2.98388 0.76731 0.65252
H -1.32547 2.06270 -2.90811
H -1.36078 1.16595 1.11742
H -0.63866 -2.38114 0.43852
H 1.33625 -3.78371 0.48117
H 2.35990 -2.22070 0.18240
H 1.53514 1.38209 2.06927
H 3.80245 1.20789 1.14576
H 3.33922 0.16933 -0.18614
S -4.81577 1.09164 -0.42087
H -3.55674 0.82990 -0.70128
H -5.06796 0.71987 -1.74506

***

7
Properties=species:S:1:pos:R:3 method="wB97M-V/def2-TZVPD" e_homo_ev=-8.65 total_charge=0 gap_ev=8.57 lumo_ev=-0.08 energy_ev=-25472.4434
S 2.22896 -0.13556 -0.10187
C 0.67521 -0.46639 0.20492
S -0.69299 0.59183 0.08704
H 0.36025 -1.45975 0.53360
H -0.00906 1.67432 -0.31665
F -2.87641 -0.38864 -0.08518
H -3.09037 -1.21873 -0.44260

***

15
Properties=species:S:1:pos:R:3 method="wB97M-V/def2-TZVPD" e_homo_ev=-9.38 total_charge=0 gap_ev=10.45 lumo_ev=1.07 energy_ev=-8291.9941
C 1.99388 -0.51695 0.25442
N 1.21388 -0.02381 -0.87479
C 0.82641 1.30113 -0.59877
C -0.42199 1.26699 -0.09746
C -0.78488 -0.14404 -0.12164
C -2.11241 -0.70770 0.24817
N 0.10760 -0.85318 -0.74778
H 2.97712 0.03474 0.28720
H 2.18377 -1.59087 0.13869
H 0.91391 -0.43909 1.07947
H 1.53669 2.11401 -0.73855
H -1.05429 2.08464 0.21849
H -2.79877 -0.43227 -0.55563
H -2.49998 -0.29606 1.18509
H -2.08095 -1.79754 0.32309

***

60
Properties=species:S:1:pos:R:3 method="wB97M-V/def2-TZVPD" e_homo_ev=-13.88 total_charge=+2 gap_ev=2.82 lumo_ev=-11.06 energy_ev=-47347.3570
Be 14.63002 12.14229 -12.56004
Be 10.76734 13.96100 -11.77636
N 13.33650 14.82441 -12.08532
O 14.03082 13.80897 -12.07031
O 12.28890 14.88104 -11.51194
O 13.64532 15.73354 -12.81838
N 12.42255 12.91299 -13.93747
O 11.88872 13.28823 -12.89151
O 13.47400 12.32588 -13.93400
O 11.78573 12.88286 -15.02235
C 13.85492 14.81835 -15.52267
C 14.07307 13.43829 -16.26731
O 15.34278 13.49376 -16.85875
O 13.33144 15.76726 -16.47192
H 14.79742 15.02684 -15.01639
H 13.14786 14.73789 -14.69703
H 13.23903 13.27950 -16.95087
H 14.05605 12.56809 -15.61113
H 15.26794 12.87647 -17.59015
H 12.44805 15.45136 -16.67547
C 10.87785 10.56068 -14.32473
C 9.74607 11.51501 -14.83956
O 9.64993 11.56568 -16.20727
O 11.02437 10.77202 -12.96654
H 11.82550 10.72867 -14.83640
H 10.64276 9.56645 -14.70466
H 9.97659 12.52219 -14.49235
H 8.74426 11.32756 -14.45309
H 9.32961 10.72714 -16.54766
H 11.13912 9.87232 -12.65195
C 9.52413 14.22387 -16.61380
C 10.95190 14.55525 -16.98511
O 11.69976 15.06212 -15.93094
O 9.39862 13.30443 -15.60814
H 8.93989 13.92162 -17.48295
H 9.04402 15.14582 -16.28577
H 11.01461 15.16243 -17.88816
H 11.43635 13.60662 -17.21644
H 11.56133 14.37080 -15.27939
H 9.63255 12.42099 -15.90211
C 12.52153 9.69112 -16.46422
C 12.95579 11.12011 -16.38051
O 11.94369 12.03097 -16.85738
O 12.94410 9.00151 -17.66068
H 11.43948 9.57327 -16.40608
H 12.87472 9.12112 -15.60488
H 13.81135 11.22654 -17.04744
H 13.19664 11.36894 -15.34698
H 11.55179 12.55806 -16.15723
H 12.71457 8.07761 -17.53687
C 9.39418 15.96666 -12.93589
C 10.29439 15.35585 -14.01279
O 10.18895 13.97974 -13.72619
O 9.97546 16.00461 -11.62925
H 8.38211 15.56312 -12.96720
H 9.23353 17.00033 -13.24221
H 11.31601 15.70569 -13.86441
H 9.89560 15.58662 -15.00062
H 10.07714 13.50033 -14.55037
H 9.45016 16.65737 -11.16069